<P>
Computed, not measured: F2KNO4S2 as an isolated structure, with ωB97M-V with the def2-TZVPD basis set.

Summary:
Orbital gap: 9.8401 eV
Total charge: 0
Highest occupied orbital energy: -10.77 eV
LUMO level: -0.93 eV
Spin multiplicity: 1

Last column: Mulliken charge in e.
Atoms and positions in Å:
K: -1.36552 -2.00178 -0.65494  0.92
N: -0.62669 -0.42877 -0.18093  -0.39
S: -0.12411 -0.05909 1.19605  1.17
O: -0.76040 1.10262 1.88213  -0.56
O: 1.29415 -0.20788 1.37284  -0.56
F: -0.63758 -1.37614 2.01142  -0.34
S: 0.47221 0.56880 -1.03367  1.07
O: 1.67718 -0.09295 -1.50770  -0.51
O: 0.45248 1.96984 -0.66543  -0.50
F: -0.38172 0.52535 -2.41976  -0.29

<Q>
Computed, not measured: F2KNO4S2 as an isolated structure, with ωB97M-V with the def2-TZVPD basis set.

Summary:
Orbital gap: 7.7900 eV
Total charge: 0
Highest occupied orbital energy: -9.41 eV
LUMO level: -1.62 eV
Spin multiplicity: 1

Last column: Mulliken charge in e.
Atoms and positions in Å:
K: 0.31009 17.75950 24.65047  0.97
N: 0.55810 20.86582 28.42071  -0.29
S: 1.45051 20.25581 29.58062  1.10
O: 2.63167 19.58657 29.14496  -0.57
O: 0.75871 19.72204 30.70182  -0.56
F: 2.04825 21.64137 30.09873  -0.27
S: -0.11626 19.53997 27.81106  1.12
O: -1.22678 18.99810 28.50273  -0.54
O: 0.73655 18.57688 27.15655  -0.66
F: -0.73823 20.30872 26.54194  -0.31

Stability summary - winner: <Q>; margin: 380.8 kJ/mol.

<P>
Computed, not measured: a 2-piece molecular cluster, H3N3 overall, with ωB97M-V with the def2-TZVPD basis set.

Summary:
Orbital gap (spin up / spin down): 10.2635 / 9.3097 eV
Total charge: 0
Highest occupied orbital energy (spin up / spin down): -10.24 / -9.30 eV
LUMO level (spin up / spin down): 0.02 / 0.01 eV
Spin multiplicity: 1

Last column: Mulliken charge in e.
Atoms and positions in Å:
N: -0.52633 -0.90201 0.04174  -0.12
N: -1.06255 0.42142 -0.21772  -0.18
N: -0.34444 0.11671 0.90108  -0.19
H: -1.24928 -1.58701 0.39643  0.26
H: -0.66514 0.85091 -0.92884  0.23
H: 1.55620 1.36160 0.28656  0.00

<Q>
Computed, not measured: a 2-piece molecular cluster, H3N3 overall, with ωB97M-V with the def2-TZVPD basis set.

Summary:
Orbital gap: 11.5777 eV
Total charge: 0
Highest occupied orbital energy: -10.14 eV
SMILES: N#N.N
LUMO level: 1.44 eV
Spin multiplicity: 1

Last column: Mulliken charge in e.
Atoms and positions in Å:
N: 0.18770 -0.19759 0.16791  -0.62
N: -3.26700 0.64650 -0.16097  0.05
N: -3.08322 -0.29777 0.36564  -0.07
H: -0.76380 -0.47016 0.09809  0.18
H: 0.36144 0.39148 -0.65599  0.23
H: 0.80822 -0.99206 0.08533  0.23

Stability summary - winner: <Q>; margin: 824.7 kJ/mol.